Below is the ion C4H4ClN2 with charge +1, with properties calculated with ωB97M-V/def2-TZVPD.

Computed properties:
HOMO-LUMO gap in eV: 7.445
Highest occupied orbital energy in eV: -13.57
Total charge: +1

CARTESIAN COORDINATES (ANGSTROEM)
C: 0.634787 -0.151490 0.323370
C: 0.933024 1.136674 1.177178
C: -0.342100 -0.584279 -0.659878
C: -0.174388 1.217537 1.780110
N: -0.645728 -0.946699 0.527327
N: -0.664375 -0.726442 -1.935967
Cl: -1.491705 0.826475 2.362643
H: 1.462124 -0.704100 0.142243
H: 1.800637 1.870554 1.262577
H: -0.347251 -0.223281 -2.811267
H: -1.165023 -1.714950 -2.168335

Atomic forces in eV per Å
C -1.6 0.9 -0.6
C 0.5 1.3 -0.8
C -0.4 1.6 0.3
C 2.5 0.8 -0.5
N 0.7 -0.8 -1.1
N -1.7 -3.1 -2.3
Cl -3.4 -0.3 1.8
H 3.2 -1.6 0.8
H -1.1 -1.5 -0.5
H 0.0 -0.7 2.2
H 1.3 3.4 0.8

natural (NBO) atomic charge list, values in e, 2 entries: C -0.14; C -0.27